# 1
45
Properties=species:S:1:pos:R:3:forces:R:3 method="wB97M-V/def2-TZVPD" s2=0.750 total_charge=-1 largest_force_ev_per_a=2.35 spin_multiplicity=2 e_tot_ev=-38893.2969
H -1.258 4.794 -1.232 -0.7 0.1 0.3
H -0.588 1.375 1.701 -0.7 0.3 -0.5
H 1.095 4.552 -0.640 0.1 -0.1 0.2
O 0.037 -3.605 2.302 -0.4 0.5 0.0
H 0.647 -3.344 3.003 0.1 0.0 -0.2
H -0.459 -2.783 2.105 0.0 -0.2 0.3
H 1.265 -2.078 -2.873 0.1 -0.2 -0.3
O 1.999 -1.462 -3.074 0.1 0.3 0.3
O -4.533 2.354 1.420 0.2 0.0 -0.1
O 3.093 -1.257 3.085 0.2 -0.4 0.2
H -3.323 -3.177 -0.652 0.1 -0.1 -0.1
O 2.675 -1.616 -0.408 0.3 -0.2 -0.2
O 0.278 4.229 -0.250 -0.2 0.6 -0.2
H -1.987 -0.830 0.834 -0.3 -0.2 0.1
H 2.993 -1.682 -1.329 -0.1 -0.1 0.2
O -2.774 -2.393 -0.745 0.0 0.3 -0.1
C 0.074 0.135 0.012 -1.2 1.2 -1.6
O 1.460 2.433 1.185 0.2 -0.1 0.1
H -4.147 3.234 1.478 -0.1 0.0 0.0
H -2.230 -0.198 2.330 0.0 0.1 0.0
H 2.771 -0.374 2.890 0.0 0.1 -0.3
H 2.899 2.041 -0.190 0.0 -0.2 0.1
H 2.263 -1.626 -3.993 -0.2 -0.2 0.0
H -1.198 3.686 -2.104 -0.8 -0.3 -0.3
H -3.998 1.934 0.737 -0.1 -0.1 0.0
H 0.447 0.134 2.047 -0.3 -0.5 0.3
C -0.445 0.336 1.428 2.1 -0.2 1.0
H 1.029 -4.039 -0.747 -0.1 0.0 -0.4
S -0.753 0.843 -2.698 0.4 0.1 -0.3
C -1.074 0.662 -0.904 0.9 -0.8 -0.7
O 0.514 -3.282 -0.431 -0.1 -0.5 0.5
O -1.885 4.308 -1.798 1.0 0.0 -0.1
H 0.352 0.076 -2.880 -0.2 0.1 0.3
H 3.606 -1.552 2.319 -0.4 0.3 0.0
H 1.902 -2.231 -0.412 0.3 0.2 0.2
H 0.241 -0.914 -0.202 -0.3 -0.3 0.2
H 0.315 -3.551 0.497 0.1 0.2 -0.4
C 1.916 1.783 0.242 0.0 -0.3 -0.2
N 1.330 0.761 -0.391 0.7 -0.1 1.0
H 0.535 3.733 0.546 0.2 -0.1 -0.1
H -1.856 -0.090 -0.903 -0.5 0.5 0.5
N -1.536 -0.577 1.702 0.2 -0.4 0.0
H 1.980 0.066 -0.815 -0.5 0.6 0.2
H -2.336 -2.473 -1.606 0.0 -0.1 0.2
H -1.336 1.667 -0.585 -0.4 -0.1 0.2

# 2
80
Properties=species:S:1:pos:R:3:forces:R:3 method="wB97M-V/def2-TZVPD" relative_energy_ev=1.006 total_charge=-2 largest_force_ev_per_a=2.04 e_tot_ev=-108892.3936
H -4.658 1.606 -7.425 0.0 0.0 0.0
C -4.838 0.350 -5.695 -0.1 -0.1 -0.1
C -9.214 0.189 -0.923 -0.2 0.1 0.0
H -0.874 -2.765 4.803 -0.1 -0.1 0.0
C -4.396 1.467 -6.383 -0.1 0.0 -0.2
H -10.432 -1.166 0.199 -0.1 0.0 0.0
S -7.188 -4.402 1.364 -0.4 -0.6 0.4
C -3.261 2.248 -4.403 0.0 0.1 -0.2
N -6.020 -2.394 -0.075 0.4 -1.2 0.6
S -2.527 3.457 -1.971 0.0 0.3 -0.2
C 2.402 -3.099 -1.321 0.1 -0.1 0.2
H 1.158 3.351 -0.697 -0.2 0.1 0.0
N -0.854 1.485 -2.217 -0.4 0.4 -1.4
C 2.067 2.943 -0.279 -0.2 0.2 -0.1
C 0.093 -0.928 5.355 0.0 0.0 -0.2
H -10.038 0.837 -1.194 0.0 0.1 0.0
H -8.595 -2.674 0.761 0.0 0.1 -0.1
C 2.897 -3.716 -2.434 0.0 0.0 -0.1
C 4.275 1.796 0.809 0.3 0.7 -0.1
C 1.841 -2.056 -3.790 0.0 0.0 -0.1
C -7.112 -1.542 -0.295 -0.5 0.4 -0.1
H 0.792 -0.534 7.349 0.0 0.0 0.1
C -3.836 -2.744 -0.465 -0.9 -1.3 0.9
C 3.208 3.717 -0.179 0.7 -0.1 0.3
S -2.296 -2.581 -1.002 1.4 0.1 -0.3
C 2.617 -3.188 -3.695 0.2 -0.2 -0.3
H -3.269 3.282 -6.278 0.0 0.1 0.0
H -0.240 -0.584 -4.891 0.0 -0.1 -0.1
H 1.182 0.474 -4.811 0.1 0.0 -0.1
C -1.441 2.179 -1.311 0.2 0.2 -0.7
C 0.393 0.542 3.493 0.1 0.3 0.2
H -5.878 -0.145 -1.346 0.0 0.0 0.0
H 3.501 -4.615 -2.344 0.0 0.0 0.0
H 2.959 0.096 0.933 0.0 -0.3 0.0
C 0.223 -1.286 6.806 0.0 0.0 -0.1
C -6.881 -0.373 -1.028 0.2 0.0 0.0
H 1.638 -1.686 -4.786 0.0 0.1 0.0
C -0.506 -1.808 4.461 0.0 0.1 0.1
N -4.850 -1.972 -0.630 0.3 1.0 -0.6
N 1.991 1.690 0.135 0.0 -0.1 0.1
H -0.414 1.077 -4.328 0.0 0.0 -0.1
H 2.596 -3.494 -0.330 0.0 0.0 0.0
H -1.088 -2.101 2.411 -0.1 -0.2 -0.1
H 2.993 -3.668 -4.592 0.0 0.0 0.0
C -4.494 0.183 -4.364 -0.1 0.0 0.0
C -9.436 -0.940 -0.156 0.0 0.2 -0.1
C 5.516 3.891 0.588 1.5 0.9 0.2
C -8.402 -1.800 0.164 0.0 -0.2 0.1
N -0.065 0.418 -1.915 0.4 -0.3 0.2
C -3.710 1.126 -3.721 0.0 0.0 0.0
N 6.468 4.520 0.759 -0.4 -0.3 -0.1
C -0.625 -1.443 3.130 -0.1 -0.4 0.2
H -0.765 -1.368 7.260 0.0 0.0 0.1
C 1.307 -1.387 -2.681 0.4 -0.6 0.3
N -0.186 -0.293 2.653 0.0 0.1 -0.5
C -3.617 2.410 -5.738 0.0 0.0 0.0
C 0.241 0.213 -4.329 -0.1 0.2 0.2
C -5.977 -3.586 0.576 0.2 0.0 0.0
C 0.552 0.279 4.846 0.0 -0.1 0.0
O 1.180 -1.419 -0.287 1.2 -0.8 0.2
H -3.445 0.980 -2.685 0.1 0.0 0.1
H 1.026 1.004 5.494 0.0 0.1 0.0
H -1.320 3.014 -3.943 0.0 0.0 -0.1
H 5.141 1.316 1.243 0.0 -0.1 0.0
H -4.831 -0.686 -3.819 0.0 -0.1 0.1
C 1.590 -1.921 -1.369 0.2 -0.2 -0.2
S -1.419 2.228 0.368 -0.1 0.0 1.0
H -2.562 4.264 -4.200 0.0 0.0 0.0
C -2.368 3.275 -3.779 0.2 0.1 0.7
H -5.449 -0.389 -6.197 0.0 -0.1 0.0
S -4.365 -4.242 0.502 -0.3 1.3 -0.6
C 3.076 1.128 0.647 0.0 -0.1 0.0
C 4.348 3.138 0.401 -1.7 -1.0 -0.3
C 0.475 -0.225 -2.896 -0.6 1.0 -0.5
H 0.740 1.468 3.059 0.1 0.2 0.0
H 0.720 -2.249 6.913 0.0 -0.1 0.1
H 3.231 4.742 -0.522 -0.1 0.0 0.0
C -7.922 0.476 -1.337 -0.2 0.0 0.0
Na -0.307 -0.230 0.105 -1.3 0.7 1.4
H -7.723 1.371 -1.908 0.1 0.1 -0.1

# 3
16
Properties=species:S:1:pos:R:3:forces:R:3 method="wB97M-V/def2-TZVPD" relative_energy_ev=2.007 largest_force_ev_per_a=1.00 e_tot_ev=-8867.2058
H -2.649 -0.407 -0.027 0.1 0.0 0.1
C -0.365 -1.565 -0.457 0.0 -0.1 0.0
H -1.884 1.377 -1.323 0.0 0.0 0.0
H -1.985 0.508 1.348 0.0 -0.1 -0.1
H 0.384 1.547 0.345 0.0 0.0 0.0
C -0.500 -0.358 0.067 -0.2 0.3 0.1
H 0.602 -2.015 -0.606 0.2 -0.1 0.0
H 0.870 0.345 1.549 0.0 0.1 0.0
C -1.851 0.280 0.286 0.0 -0.4 0.1
C 1.904 0.233 -0.323 -0.4 0.2 0.1
N 3.061 -0.023 0.082 1.0 -0.2 0.1
O -1.972 1.523 -0.375 0.0 0.3 -0.2
H -1.218 -2.157 -0.744 -0.2 -0.1 0.0
C 0.668 0.498 0.483 0.1 0.0 0.1
H 1.773 0.279 -1.402 -0.1 0.0 -0.2
H 3.163 -0.064 1.097 -0.3 0.0 0.0